(1)
{"formula": "C29H41F5LuOP2", "method": "ωB97M-V/def2-TZVPD", "lumo_energy_ha": -0.15026, "energy_ev": -98560.872, "total_charge": 1, "spin_multiplicity": 1, "homo_ev": -9.62, "gap_ha": 0.2033, "symbols": ["Lu", "C", "C", "C", "C", "C", "C", "H", "H", "H", "C", "H", "H", "H", "C", "H", "H", "H", "C", "H", "H", "H", "C", "H", "H", "H", "C", "C", "C", "C", "C", "C", "C", "C", "H", "H", "H", "H", "H", "H", "H", "H", "H", "H", "H", "H", "P", "C", "C", "P", "C", "C", "C", "H", "H", "H", "H", "H", "H", "H", "H", "H", "H", "H", "H", "H", "H", "F", "C", "C", "F", "C", "F", "C", "O", "C", "F", "C", "F"], "coordinates": [[0.02407, -0.39415, 0.32459], [-0.68041, -2.64412, 1.84286], [0.62787, -2.84960, 1.28815], [0.80544, -1.34174, 3.02434], [-0.56326, -1.70330, 2.89665], [1.54721, -2.05356, 2.03671], [-1.89141, -3.48237, 1.65435], [-1.84264, -4.09018, 0.74753], [-2.78451, -2.84910, 1.58831], [-2.05667, -4.16542, 2.50263], [-1.65457, -1.38274, 3.83989], [-2.63989, -1.64530, 3.43428], [-1.68421, -0.31332, 4.04562], [-1.53757, -1.90150, 4.80495], [1.39541, -0.54353, 4.11948], [1.40517, -1.08969, 5.07976], [0.82866, 0.38017, 4.27725], [2.42585, -0.24488, 3.89490], [3.02312, -2.17000, 2.04428], [3.39319, -2.84556, 2.83244], [3.48610, -1.19404, 2.22595], [3.40653, -2.54108, 1.09189], [1.02717, -3.92300, 0.34672], [1.49758, -4.77171, 0.87887], [1.75995, -3.57221, -0.39796], [0.17212, -4.32586, -0.21269], [-1.40194, 1.32574, -2.69238], [-2.07346, 0.02520, -3.07475], [-1.30391, -0.90087, -4.00325], [0.25157, -1.14204, -3.89503], [0.92527, -0.86689, -2.58540], [1.79075, 0.37408, -2.56430], [1.18478, 1.62909, -3.27325], [-0.29020, 1.77169, -3.65897], [-1.44455, -0.53897, -5.03177], [0.74136, -0.66584, -4.77758], [-1.75810, -1.89497, -3.99211], [-0.51349, 1.34159, -4.64375], [-2.16311, 2.13359, -2.74157], [-3.05873, 0.21941, -3.54697], [-0.44778, 2.85924, -3.79199], [1.40949, 2.56712, -2.74845], [2.81201, 0.23644, -3.00032], [1.74625, 1.68641, -4.22050], [0.39320, -2.22043, -4.08911], [1.38286, -1.76560, -2.12868], [-2.38328, -0.27800, -1.31082], [-3.94351, 0.58624, -1.07847], [-1.89018, -2.01962, -1.26853], [2.36811, 0.88713, -0.85051], [-0.98951, 0.97737, -1.25679], [3.73689, -0.28820, -0.58563], [3.07143, 2.53708, -1.07964], [-3.78314, 1.58791, -0.63094], [-4.60183, -0.00973, -0.41878], [-4.44223, 0.70771, -2.05730], [-0.78848, -2.16085, -1.30025], [-2.28919, -2.46412, -2.18990], [-2.33508, -2.53953, -0.41528], [3.15698, 2.85826, -2.12735], [4.07449, 2.56254, -0.64237], [2.45449, 3.25767, -0.52564], [-0.89977, 1.72667, -0.46384], [-0.01343, 0.42871, -1.46287], [4.05989, -0.17377, 0.46682], [4.58549, -0.05768, -1.25168], [3.41814, -1.33905, -0.73933], [-1.11617, 6.17649, 3.80079], [-1.00214, 4.97498, 3.20875], [-0.92224, 4.85305, 1.82645], [-0.99709, 5.95335, 1.06034], [-0.75016, 3.62345, 1.23582], [-0.60929, 3.61358, -0.12464], [-0.65698, 2.44571, 2.00344], [-0.37504, 1.24872, 1.50306], [-0.84632, 2.59366, 3.38750], [-0.90595, 1.50400, 4.21751], [-0.97559, 3.82061, 3.98872], [-1.08184, 3.88947, 5.32974]], "lowdin_charge": [1.572, -0.316, -0.341, -0.263, -0.276, -0.293, -0.074, 0.067, 0.068, 0.106, -0.030, 0.074, 0.058, 0.104, -0.025, 0.103, 0.063, 0.077, -0.057, 0.105, 0.062, 0.062, -0.060, 0.100, 0.066, 0.070, -0.322, -0.351, -0.175, -0.208, -0.303, -0.505, -0.190, -0.128, 0.118, 0.122, 0.094, 0.114, 0.154, 0.131, 0.127, 0.076, 0.109, 0.126, 0.111, 0.057, 1.024, -0.131, -0.171, 0.889, -0.336, -0.270, -0.248, 0.090, 0.075, 0.079, 0.046, 0.081, 0.022, 0.055, 0.055, 0.045, 0.057, -0.036, 0.034, 0.062, 0.043, 0.125, -0.121, -0.139, 0.124, -0.120, 0.060, -0.237, -0.292, -0.103, 0.058, -0.125, 0.129]}

(2)
{"formula": "C31H23F3N3O3P2PtS2Se2Te", "method": "ωB97M-V/def2-TZVPD", "lumo_energy_ha": [0.04776, 0.04787], "energy_ev": -232769.105, "total_charge": -1, "spin_multiplicity": 1, "homo_ev": [-5.22, -5.22], "gap_ha": [0.2395, 0.2396], "relative_energy_kcal_mol": 40.67, "symbols": ["Pt", "Se", "P", "C", "C", "C", "C", "C", "C", "C", "C", "C", "C", "C", "C", "C", "C", "N", "N", "N", "P", "Se", "C", "C", "C", "C", "C", "C", "C", "C", "C", "C", "C", "C", "H", "H", "H", "H", "H", "H", "H", "H", "H", "H", "H", "H", "H", "H", "H", "H", "H", "H", "H", "H", "F", "C", "F", "F", "S", "O", "O", "O", "Te", "C", "C", "C", "C", "S", "H", "H", "H"], "coordinates": [[-0.73336, 0.04636, 0.04544], [1.53862, 2.75734, 5.93901], [-0.09479, 1.45042, 5.79041], [-1.62442, 2.27834, 6.36579], [-2.41192, 1.81718, 7.41785], [-3.49983, 2.56296, 7.85588], [-3.81203, 3.77016, 7.25139], [-3.02440, 4.24328, 6.21048], [-1.93216, 3.50657, 5.78243], [0.06072, -0.06901, 6.77410], [-0.92439, -1.05869, 6.75758], [-0.77736, -2.19383, 7.53714], [0.35698, -2.35788, 8.32222], [1.34922, -1.39079, 8.31918], [1.20204, -0.24709, 7.54440], [-0.39846, 0.83185, 4.11479], [-0.30429, 1.35120, 2.82015], [-0.58957, 0.30075, 2.01321], [-0.82050, -0.77711, 2.73003], [-0.70370, -0.47761, 3.99917], [-0.17735, 2.91770, 1.96460], [-0.37278, 2.40038, -0.13601], [1.29982, 3.87714, 2.32362], [2.44978, 3.57668, 1.60052], [3.61846, 4.27494, 1.86346], [3.63409, 5.27797, 2.82144], [2.48191, 5.58134, 3.53808], [1.31721, 4.87340, 3.30000], [-1.67146, 3.85591, 2.37210], [-1.71803, 5.24788, 2.36083], [-2.92502, 5.90052, 2.57982], [-4.08425, 5.16868, 2.78787], [-4.04658, 3.78112, 2.75300], [-2.84716, 3.12373, 2.54346], [-2.17361, 0.88895, 7.91327], [-4.09888, 2.19747, 8.68038], [-4.65753, 4.34947, 7.60085], [-3.25196, 5.18746, 5.73312], [-1.29271, 3.90274, 5.00411], [-1.78641, -0.95538, 6.11389], [-1.54115, -2.96046, 7.51773], [0.47067, -3.24943, 8.92631], [2.24390, -1.52568, 8.91297], [1.97012, 0.51571, 7.53000], [2.44752, 2.79842, 0.84873], [4.51215, 4.02445, 1.30745], [4.54845, 5.82356, 3.01892], [2.49649, 6.34717, 4.30269], [0.44170, 5.07238, 3.90033], [-0.82341, 5.82172, 2.16384], [-2.95709, 6.98248, 2.57140], [-5.02167, 5.68110, 2.96527], [-4.95211, 3.20341, 2.88308], [-2.82794, 2.04147, 2.49296], [4.84808, -1.33697, -0.70960], [4.16752, -0.97926, 0.39227], [3.83475, -2.10510, 1.04078], [5.01658, -0.29676, 1.18110], [2.68300, 0.03286, -0.02524], [2.13612, 0.30337, 1.29382], [3.25577, 1.18418, -0.68896], [1.90721, -0.86667, -0.85389], [-2.30221, -1.31957, -1.37646], [-3.92452, -0.29506, -0.45564], [-4.47825, -0.56781, 0.76248], [-5.50192, 0.35204, 1.13504], [-5.70380, 1.31791, 0.19767], [-4.66199, 1.09334, -1.14744], [-4.14637, -1.39043, 1.38121], [-6.05344, 0.29688, 2.06450], [-6.40398, 2.13732, 0.22553]], "lowdin_charge": [0.380, 0.361, 0.552, -0.320, -0.073, -0.085, -0.088, -0.076, -0.108, -0.350, -0.113, -0.078, -0.090, -0.082, -0.103, -0.379, -0.410, -0.285, -0.006, 0.012, 0.733, 0.448, -0.343, -0.070, -0.050, -0.073, -0.094, -0.169, -0.363, -0.086, -0.079, -0.089, -0.069, -0.080, 0.094, 0.100, 0.099, 0.100, 0.071, 0.099, 0.102, 0.099, 0.100, 0.045, 0.057, 0.114, 0.102, 0.105, 0.078, 0.103, 0.103, 0.103, 0.105, 0.112, 0.106, -0.663, 0.113, 0.105, 0.409, -0.357, -0.329, -0.367, 0.689, -1.052, -0.275, -0.224, -0.456, 0.894, 0.093, 0.093, 0.054]}

(3)
{"formula": "C24H36CaN2O12P2", "method": "ωB97M-V/def2-TZVPD", "lumo_energy_ha": -0.00033, "energy_ev": -90050.533, "spin_multiplicity": 1, "homo_ev": -9.20, "gap_ha": 0.3376, "symbols": ["Ca", "O", "C", "O", "C", "O", "C", "C", "O", "O", "H", "H", "H", "H", "H", "C", "C", "C", "C", "C", "C", "C", "N", "C", "C", "C", "C", "C", "C", "C", "N", "C", "C", "C", "C", "H", "H", "H", "H", "H", "H", "H", "H", "H", "H", "H", "H", "H", "H", "H", "H", "H", "H", "H", "H", "H", "H", "H", "H", "C", "C", "O", "P", "O", "O", "O", "P", "O", "O", "O", "H", "H", "H", "H", "H", "H", "H"], "coordinates": [[-0.38154, -2.09387, -0.41000], [-4.81843, -3.62858, -2.95647], [-3.98496, -3.18498, -2.00795], [-3.10755, -3.86551, -1.53545], [-4.40495, -1.80983, -1.52560], [-3.37498, -1.13232, -0.88245], [-2.55577, -0.39489, -1.77726], [-1.93833, -1.33144, -2.83579], [-2.53702, -1.45281, -3.88705], [-0.86932, -1.95517, -2.46935], [-4.51107, -4.52255, -3.19548], [-4.82998, -1.24957, -2.36327], [-5.18731, -1.98341, -0.77677], [-3.13933, 0.37860, -2.29223], [-1.81939, 0.09036, -1.13140], [-0.39136, 4.62216, -4.38753], [0.15428, 4.52257, -2.96245], [-0.78468, 5.29665, -2.03129], [1.54858, 5.16150, -2.91422], [0.28340, 3.06961, -2.50285], [0.24138, 1.99015, -3.37853], [0.37594, 0.69811, -2.89146], [0.56620, 0.41848, -1.60487], [0.63949, 1.45337, -0.76279], [0.49363, 2.77080, -1.15831], [0.87548, 1.05813, 0.66209], [1.48604, 1.87852, 1.58508], [1.75398, 1.41328, 2.87311], [1.38415, 0.10750, 3.15263], [0.76737, -0.65148, 2.16803], [0.49741, -0.19291, 0.94912], [2.43207, 2.33156, 3.88464], [3.77259, 2.80819, 3.31098], [1.52901, 3.54281, 4.14375], [2.69191, 1.61871, 5.20861], [-0.55775, 5.67093, -4.63884], [-1.34031, 4.09633, -4.49372], [0.30360, 4.22005, -5.12336], [-0.88854, 6.32070, -2.39070], [-0.41103, 5.34717, -1.00992], [-1.77692, 4.84432, -2.00506], [1.49476, 6.19547, -3.25842], [2.25277, 4.62468, -3.55052], [1.95052, 5.16131, -1.90053], [0.07982, 2.12577, -4.43566], [0.30781, -0.15402, -3.55376], [0.52237, 3.55532, -0.41378], [1.78811, 2.87377, 1.28740], [1.57601, -0.34813, 4.11208], [0.48897, -1.67967, 2.36642], [3.64460, 3.41581, 2.41613], [4.41732, 1.96730, 3.05297], [4.29404, 3.41829, 4.05012], [1.35256, 4.11686, 3.23432], [2.00212, 4.20292, 4.87118], [0.56052, 3.23664, 4.54047], [3.34718, 0.75532, 5.08849], [1.76925, 1.27992, 5.68117], [3.17936, 2.31054, 5.89552], [0.08411, -6.79848, 1.25792], [0.21908, -5.27851, 1.27769], [0.93820, -4.85265, 2.44526], [-1.40141, -4.48868, 1.56560], [-1.79087, -4.85815, 3.05376], [-2.51309, -5.25574, 0.78078], [-1.38196, -3.01581, 1.29092], [1.10291, -4.70987, -0.28311], [-0.22586, -4.76568, -1.26191], [2.16633, -5.67459, -0.58029], [1.40750, -3.22939, -0.13566], [-0.36304, -7.15557, 2.18718], [1.07888, -7.22376, 1.13343], [-0.53100, -7.13496, 0.42563], [1.88953, -4.89222, 2.26587], [-1.01467, -4.88140, 3.61561], [-2.68781, -4.93207, -0.11218], [-0.19091, -4.19180, -2.04574]], "lowdin_charge": [1.397, 0.141, -0.466, 0.094, -0.115, -0.108, -0.124, -0.676, 0.068, -0.247, 0.146, 0.146, 0.154, 0.137, 0.104, -0.063, -0.557, -0.049, -0.039, -0.147, 0.020, -0.099, 0.096, -0.205, 0.039, -0.190, 0.041, -0.146, 0.017, -0.094, 0.032, -0.559, -0.041, -0.040, -0.066, 0.087, 0.093, 0.083, 0.087, 0.073, 0.095, 0.088, 0.092, 0.083, 0.109, 0.117, 0.110, 0.113, 0.107, 0.100, 0.078, 0.095, 0.088, 0.079, 0.088, 0.093, 0.090, 0.088, 0.087, -0.070, -0.576, -0.080, 0.484, -0.068, -0.075, -0.407, 0.324, -0.182, -0.268, -0.459, 0.085, 0.082, 0.088, 0.109, 0.082, 0.045, 0.065]}